The following is a quantum chemistry calculation of a structure of composition C36H80As3ClF18N4 at a distorted geometry, from the OMol25 dataset.

The geometry in XYZ format:
```
142
Properties=species:S:1:pos:R:3
C -5.2540 -0.9725 -0.0686
C -4.7404 -0.7329 1.3454
C -3.8891 -1.9256 1.7716
N -3.0870 -1.8099 3.1373
C -3.9063 -1.4088 4.3975
C -4.9060 -2.5051 4.8264
C -4.3096 -3.8493 5.1039
C -3.3389 -4.2416 3.9527
C -2.3810 -3.1144 3.5025
C -2.0180 -0.7473 2.9911
H -5.7566 -0.0987 -0.4834
H -5.9539 -1.8063 -0.1247
H -4.4464 -1.2373 -0.7511
H -5.5587 -0.5605 2.0446
H -4.1050 0.1297 1.1447
H -3.1971 -2.2563 0.9971
H -4.5918 -2.7342 1.9732
H -4.3990 -0.4601 4.1849
H -3.1993 -1.3289 5.2234
H -5.5538 -2.5061 3.9498
H -5.4180 -2.0362 5.6667
H -5.0694 -4.6178 5.2466
H -3.6812 -3.6597 5.9741
H -4.0392 -4.4785 3.1517
H -2.8060 -5.1867 4.0571
H -1.9631 -3.3225 2.5175
H -1.5821 -2.9145 4.2165
H -2.4428 0.2162 2.7095
H -1.3125 -1.1834 2.2838
H -1.5053 -0.6496 3.9480
C 0.3566 -2.5593 -8.7082
C 0.1097 -1.4481 -7.7405
C -0.9087 -1.8789 -6.7068
N -1.1079 -1.1250 -5.3495
C -1.5454 0.2994 -5.6871
C -3.0220 0.3084 -6.2506
C -3.9463 -0.3615 -5.2304
C -3.5617 -1.8142 -5.0110
C -2.1742 -1.8172 -4.4187
C 0.2104 -1.0161 -4.5858
H -0.5530 -2.8493 -9.2341
H 0.5933 -3.4475 -8.1224
H 1.1797 -2.1190 -9.2711
H -0.2654 -0.5693 -8.2651
H 1.0783 -1.1722 -7.3235
H -0.6820 -2.9136 -6.4494
H -1.8589 -1.9580 -7.2351
H -0.8583 0.7134 -6.4251
H -1.4368 0.9598 -4.8267
H -3.1344 -0.3182 -7.1354
H -3.2626 1.3481 -6.4725
H -4.9662 -0.3574 -5.6149
H -4.0334 0.2353 -4.3224
H -3.6928 -2.4729 -5.8695
H -4.2996 -2.2880 -4.3636
H -1.7924 -2.8248 -4.2538
H -2.1892 -1.3006 -3.4590
H 0.0427 -0.3938 -3.7068
H 0.8504 -0.4231 -5.2392
H 0.6426 -1.9958 -4.3823
C 0.8711 -4.6823 4.3205
C 1.7760 -3.4365 4.0669
C 3.2572 -3.7876 3.7201
N 4.2202 -2.5804 3.3099
C 3.9873 -2.1876 1.8408
C 4.6846 -0.8684 1.4421
C 4.5808 0.2799 2.4340
C 5.0077 -0.1909 3.8582
C 4.0018 -1.3199 4.2194
C 5.6997 -3.0650 3.6097
H 1.2276 -5.5466 3.7602
H -0.1997 -4.5079 4.2149
H 0.9855 -5.0585 5.3371
H 1.7746 -2.7066 4.8764
H 1.3912 -3.0180 3.1369
H 3.2674 -4.4871 2.8842
H 3.7843 -4.2515 4.5537
H 2.9506 -1.8597 1.7649
H 4.0497 -2.9465 1.0608
H 4.2825 -0.5382 0.4843
H 5.7321 -1.1256 1.2850
H 3.5767 0.7035 2.4093
H 5.3719 0.9724 2.1465
H 4.8776 0.7264 4.4323
H 6.0269 -0.5137 4.0708
H 2.9377 -1.0868 4.1811
H 4.0035 -1.6546 5.2567
H 6.4207 -2.4769 3.0420
H 5.5794 -4.0424 3.1425
H 5.8164 -3.0862 4.6933
C -2.6481 2.3236 -1.9824
C -1.6481 2.4634 -0.8155
C -0.1777 2.4019 -1.2160
N 0.8072 2.7056 -0.0702
C 2.2618 2.6885 -0.7181
C 3.3402 3.3610 0.1874
C 2.9200 4.7505 0.6186
C 1.5144 4.7847 1.3000
C 0.4734 4.1376 0.4223
C 0.7326 1.6097 0.9916
H -2.6292 3.2022 -2.6273
H -3.6788 2.2348 -1.6390
H -2.5192 1.4527 -2.6250
H -1.8385 1.6375 -0.1302
H -1.9217 3.3843 -0.3007
H 0.0040 3.1331 -2.0036
H 0.1676 1.4100 -1.5075
H 2.3287 3.3271 -1.5990
H 2.5421 1.7028 -1.0896
H 4.3241 3.3903 -0.2806
H 3.4900 2.7031 1.0434
H 2.8661 5.3964 -0.2578
H 3.7163 5.1937 1.2167
H 1.1178 5.7878 1.4567
H 1.6406 4.2435 2.2377
H 0.3445 4.8046 -0.4301
H -0.4792 3.9993 0.9338
H 1.6442 1.7378 1.5752
H 0.6768 0.6030 0.5774
H -0.1372 1.7083 1.6411
As 6.7495 4.2459 2.8355
F 6.9420 5.6465 1.7501
F 7.3060 5.2209 4.3050
F 6.6205 2.7930 3.8779
F 6.1643 3.2278 1.4804
F 8.4745 3.7377 2.4486
F 5.0393 4.8675 3.2926
As -4.9846 3.3757 1.6773
F -5.8455 2.2059 2.7725
F -4.6166 4.3546 3.1573
F -4.1129 4.5152 0.6309
F -5.3808 2.4653 0.1178
F -6.5696 4.2106 1.6039
F -3.4014 2.4741 1.7986
As 2.2395 3.0981 -4.6844
F 3.7534 3.2525 -3.7137
F 1.3384 4.2728 -3.6025
F 0.7984 2.9022 -5.6517
F 3.1473 1.8868 -5.6913
F 1.6463 1.8269 -3.5845
F 2.8106 4.4250 -5.7582
Cl -0.6574 -1.3833 -0.7558
```

Values from the calculation:
E_tot = -10603.99732 hartree
Largest force on an atom = 3.0 eV/Å
HOMO = -8.88 eV